(1)
Entry from OMol25: 3 unconnected molecules or ions with the total composition C3H12O2S2 in a non-equilibrium geometry (the ωB97M-V functional and the def2-TZVPD basis).

Each line ends with the Mulliken charge.
Geometry (Å):
C: -1.171 0.777 0.254  0.232
C: -2.080 -0.487 0.377  -1.145
C: -1.000 1.293 -1.204  -0.758
S: -0.303 -0.178 -2.166  -0.124
S: 1.385 -1.463 -1.362  -0.218
H: -0.222 0.652 0.828  -0.067
H: -1.658 1.688 0.904  0.253
H: -3.087 -0.378 0.706  0.323
H: -2.154 -1.035 -0.602  0.283
H: -1.755 -1.338 0.980  0.316
H: -0.206 2.065 -1.221  0.292
H: -1.807 1.675 -1.699  0.418
H: 2.543 -0.800 -1.886  0.171
H: 1.986 -1.354 2.675  0.299
H: 1.724 -0.048 3.191  0.278
O: 1.310 -0.833 3.079  -0.583
H: 0.382 2.068 2.180  0.361
H: -0.631 2.299 3.348  0.317
O: 0.324 2.240 3.232  -0.647

As for the energy above the lowest of the compared OMol25 structures with the same formula, charge and spin: 245.9 kJ/mol. The highest occupied orbital energy is -9.21 eV. The total charge is 0. Its LUMO energy is -0.57 eV. Its SMILES is CCCSS.O.O.

(2)
Entry from OMol25: 2 unconnected molecules or ions with the total composition C4H9NO (the ωB97M-V functional and the def2-TZVPD basis).

Each line ends with the Mulliken charge.
Geometry (Å):
C: -2.202 0.717 -0.242  -1.030
C: -1.173 -0.126 0.436  0.008
N: -0.159 0.288 1.081  -0.602
C: 1.140 -1.104 -0.229  0.278
O: 1.188 -2.084 0.472  -0.547
C: 2.204 -0.044 -0.359  -1.051
H: -2.705 0.199 -1.064  0.288
H: -1.777 1.658 -0.606  0.309
H: -2.949 0.945 0.524  0.315
H: -1.317 -1.214 0.402  0.517
H: 0.332 -0.971 -0.990  0.388
H: -0.019 1.294 0.991  0.212
H: 1.826 0.853 -0.864  0.255
H: 2.955 -0.508 -1.003  0.358
H: 2.663 0.223 0.594  0.301

As for the energy above the lowest of the compared OMol25 structures with the same formula, charge and spin: 224.9 kJ/mol. The highest occupied orbital energy is -9.30 eV. The total charge is 0. Its LUMO energy is 0.91 eV. Its SMILES is [H]/N=C\C.CC=O.

(3)
Entry from OMol25: a molecular structure, C25H26F6HgN8O4S2Si (the ωB97M-V functional and the def2-TZVPD basis).

Each line ends with the Mulliken charge.
Geometry (Å):
Hg: 0.982 0.035 -0.180  3.404
N: -3.755 -0.117 0.458  0.097
C: -2.507 0.001 -0.075  -0.894
N: -1.439 -0.364 0.513  0.450
C: -1.491 -0.928 1.790  -0.556
N: -0.416 -1.318 2.415  -1.235
N: 0.736 -1.115 1.781  1.176
C: 1.846 -1.560 2.349  -1.544
C: 3.098 -1.321 1.736  0.957
C: 4.295 -1.825 2.306  -1.087
C: 5.495 -1.588 1.698  -0.157
C: 5.536 -0.844 0.506  -0.943
C: 4.338 -0.385 0.002  -0.434
N: 3.158 -0.596 0.581  -0.021
C: -2.799 -1.083 2.432  0.747
C: -2.974 -1.625 3.704  -0.270
C: -4.235 -1.743 4.263  -0.768
C: -5.354 -1.317 3.555  -0.407
C: -5.204 -0.773 2.289  -0.853
C: -3.937 -0.659 1.735  -0.181
H: -4.551 0.184 -0.075  0.290
H: -2.445 0.430 -1.072  0.374
H: 1.793 -2.118 3.279  0.222
H: 4.231 -2.404 3.219  0.392
H: 6.409 -1.977 2.131  0.386
H: 6.462 -0.642 -0.013  0.401
H: 4.313 0.182 -0.922  0.454
H: -2.091 -1.951 4.238  0.466
H: -4.349 -2.168 5.251  0.403
H: -6.342 -1.406 3.987  0.384
H: -6.068 -0.436 1.727  0.374
C: 0.884 1.972 3.664  -1.281
C: 0.351 2.723 2.475  0.516
C: -0.410 3.876 2.609  -0.807
C: -0.911 4.452 1.443  -0.536
C: -0.653 3.892 0.213  -0.652
C: 0.141 2.721 0.143  0.792
N: 0.620 2.191 1.288  -0.095
N: 0.440 2.034 -0.991  -0.187
Si: 0.270 2.552 -2.622  -0.170
C: 0.660 4.384 -2.832  -1.227
C: 1.526 1.629 -3.643  -0.794
C: -1.447 2.294 -3.329  -0.829
H: 1.009 2.629 4.525  0.484
H: 1.835 1.504 3.413  0.159
H: 0.192 1.170 3.935  0.144
H: -0.617 4.296 3.584  0.399
H: -1.525 5.344 1.503  0.396
H: -1.069 4.322 -0.686  0.274
H: 1.506 4.680 -2.207  0.346
H: -0.182 5.034 -2.585  0.333
H: 0.926 4.576 -3.875  0.392
H: 2.536 1.905 -3.332  0.272
H: 1.417 1.864 -4.706  0.342
H: 1.417 0.550 -3.529  0.064
H: -2.198 2.818 -2.729  0.280
H: -1.703 1.235 -3.372  0.150
H: -1.497 2.692 -4.347  0.409
F: 0.481 -5.261 -1.954  -0.212
C: 1.716 -4.833 -2.220  0.504
F: 2.533 -5.270 -1.258  -0.211
F: 2.107 -5.363 -3.380  -0.218
S: 1.784 -3.001 -2.278  1.174
O: 1.288 -2.585 -0.988  -0.666
O: 3.135 -2.699 -2.635  -0.730
N: 0.797 -2.737 -3.490  -0.683
S: -0.455 -1.796 -3.433  1.104
O: -0.378 -0.750 -2.437  -1.033
O: -0.858 -1.448 -4.761  -0.735
C: -1.828 -2.848 -2.813  0.595
F: -2.978 -2.155 -2.880  -0.242
F: -1.631 -3.203 -1.545  -0.195
F: -1.965 -3.952 -3.550  -0.252

As for the energy above the lowest of the compared OMol25 structures with the same formula, charge and spin: 0.0 kJ/mol. The highest occupied orbital energy (alpha / beta) is -2.77 / -5.08 eV. The total charge is -1. Its spin multiplicity is 2. Its LUMO energy (alpha / beta) is 2.46 / 2.29 eV.

(4)
Entry from OMol25: a single C2H4BFO molecule in a non-equilibrium geometry (the ωB97M-V functional and the def2-TZVPD basis).

Each line ends with the Mulliken charge.
Geometry (Å):
B: 0.018 0.589 1.186  0.158
C: 0.132 -1.043 -0.881  0.621
C: -0.063 0.430 -0.551  -0.629
O: 0.996 -1.516 -1.544  -0.481
F: -0.830 -1.793 -0.405  -0.217
H: -0.185 1.760 1.710  -0.032
H: -1.065 0.636 -0.821  0.281
H: 0.676 1.007 -0.983  0.301
H: 0.322 -0.069 2.289  -0.002

As for the energy above the lowest of the compared OMol25 structures with the same formula, charge and spin: 120.5 kJ/mol. The highest occupied orbital energy is -10.88 eV. The total charge is 0. Its LUMO energy is -0.40 eV. Its SMILES is BCC(=O)F.

(5)
Entry from OMol25: 15 unconnected molecules or ions with the total composition C22H74N12O15 in a non-equilibrium geometry (the ωB97M-V functional and the def2-TZVPD basis).

Each line ends with the Mulliken charge.
Geometry (Å):
C: -0.875 -0.769 -4.626  -1.402
C: -0.044 -0.926 -3.392  2.220
O: 1.208 -1.441 -3.694  -0.696
H: -1.851 -0.408 -4.429  0.207
H: -0.981 -1.726 -5.072  0.461
H: -0.419 -0.094 -5.372  0.219
H: -0.601 -1.508 -2.614  -0.858
H: 0.187 0.011 -2.940  -0.438
H: 1.067 -2.357 -3.973  0.239
C: -0.019 -4.159 -1.910  0.948
C: 0.708 -4.583 -3.164  -0.951
O: 0.102 -3.926 -4.263  -0.594
H: -1.105 -4.062 -1.981  0.527
H: 0.344 -3.268 -1.497  -1.274
H: 0.218 -4.875 -1.125  0.214
H: 0.629 -5.678 -3.203  0.411
H: 1.776 -4.356 -3.062  0.222
H: -0.833 -4.076 -4.391  0.354
C: 1.638 4.015 -3.870  -1.407
C: 0.699 2.912 -3.524  0.656
O: 0.407 2.131 -4.663  -0.531
H: 2.529 3.697 -4.263  0.419
H: 1.962 4.681 -3.052  0.339
H: 1.170 4.674 -4.613  0.355
H: -0.222 3.167 -3.043  0.213
H: 1.250 2.326 -2.771  -0.413
H: 1.203 1.629 -4.833  0.377
C: 3.234 3.375 -0.412  0.456
C: 4.502 3.252 -1.325  -0.648
O: 5.726 3.526 -0.666  -0.586
H: 3.317 2.655 0.396  -0.324
H: 2.423 3.140 -1.061  -0.429
H: 3.115 4.366 0.015  0.544
H: 4.489 3.965 -2.090  0.556
H: 4.548 2.269 -1.834  0.069
H: 6.168 4.338 -1.022  0.334
C: 2.325 -3.644 0.661  0.588
C: 3.679 -4.060 1.135  -0.905
O: 4.616 -3.069 0.977  -0.475
H: 2.080 -2.706 1.156  -0.061
H: 1.552 -4.389 0.864  0.318
H: 2.300 -3.549 -0.465  -0.605
H: 3.930 -4.889 0.457  0.295
H: 3.668 -4.460 2.116  0.466
H: 5.400 -3.422 1.400  0.276
C: 1.106 4.981 2.524  -1.552
C: 0.425 3.960 1.778  1.041
O: -0.931 4.427 1.550  -0.631
H: 1.027 5.921 1.986  0.377
H: 2.163 4.724 2.678  0.364
H: 0.693 5.035 3.516  0.383
H: 0.323 3.037 2.295  -0.294
H: 0.913 3.825 0.771  -0.117
H: -0.919 5.078 0.822  0.338
C: -0.046 0.737 -0.064  0.118
C: 0.013 -0.755 0.249  2.018
O: -1.250 -1.246 -0.021  1.778
H: 0.914 1.119 0.269  -0.251
H: -0.678 1.307 0.552  -0.347
H: -0.098 1.063 -1.086  -0.437
H: 0.336 -1.007 1.246  0.297
H: 0.686 -1.262 -0.490  -1.225
H: -1.233 -2.203 0.013  -0.426
C: -2.412 2.189 3.498  0.542
O: -2.836 1.791 2.247  -0.905
N: -2.426 1.410 4.566  -0.401
N: -2.074 3.423 3.723  -0.265
H: -2.705 0.404 4.579  0.250
H: -2.060 1.764 5.479  0.212
H: -1.873 4.010 2.918  0.239
H: -2.081 3.794 4.680  0.193
C: 3.124 1.769 2.936  0.225
O: 2.785 0.755 2.074  -0.631
N: 4.340 2.290 2.981  -0.344
N: 2.337 2.194 3.860  -0.429
H: 5.008 1.812 2.353  0.310
H: 4.563 2.747 3.896  0.225
H: 1.409 1.745 3.841  0.170
H: 2.345 3.144 4.302  0.252
C: 3.233 -0.479 -1.022  -0.200
O: 2.552 0.585 -1.334  -0.191
N: 3.231 -1.499 -1.787  -0.196
N: 3.860 -0.641 0.119  -0.244
H: 2.616 -1.370 -2.612  0.389
H: 3.633 -2.439 -1.550  0.234
H: 3.502 -0.083 0.889  0.266
H: 4.234 -1.565 0.370  0.412
C: -3.436 -0.933 -2.386  0.134
O: -3.232 -2.273 -2.136  -0.823
N: -4.190 -0.446 -3.325  -0.257
N: -2.908 0.014 -1.678  0.324
H: -4.637 -1.084 -3.996  0.302
H: -4.234 0.595 -3.495  0.206
H: -2.246 -0.370 -0.975  -0.923
H: -3.223 0.949 -1.434  0.510
C: -5.354 -2.827 1.010  0.572
O: -5.947 -3.632 0.103  -0.764
N: -4.168 -2.308 0.789  0.069
N: -6.089 -2.379 2.024  -0.288
H: -3.755 -2.448 -0.155  -0.432
H: -3.690 -1.654 1.476  0.320
H: -6.981 -2.729 2.334  0.213
H: -5.648 -1.668 2.631  0.132
C: -2.290 -1.652 3.452  0.339
O: -1.276 -2.640 3.445  -0.799
N: -2.503 -0.930 2.387  0.395
N: -2.845 -1.208 4.518  -0.396
H: -1.843 -0.957 1.629  -0.707
H: -2.918 0.003 2.519  0.285
H: -2.637 -1.802 5.336  0.304
H: -3.866 -0.993 4.377  0.334
C: -2.866 3.285 -0.547  -0.484
O: -3.668 2.148 -0.337  -0.672
H: -2.961 3.753 -1.490  0.478
H: -1.804 3.211 -0.440  -0.085
H: -3.316 3.892 0.204  0.343
H: -3.406 1.802 0.511  0.407
C: -1.173 -5.158 1.418  -0.912
O: -1.038 -3.754 1.116  -0.419
H: -0.836 -5.760 0.564  0.265
H: -2.167 -5.449 1.684  0.370
H: -0.567 -5.472 2.302  0.252
H: -1.247 -3.345 2.006  0.174

As for the energy above the lowest of the compared OMol25 structures with the same formula, charge and spin: 0.0 kJ/mol. The highest occupied orbital energy is -7.91 eV. The total charge is 0. Its LUMO energy is -0.40 eV.

(6)
Entry from OMol25: a molecular structure, C5H11Cl8HgO in a non-equilibrium geometry (the ωB97M-V functional and the def2-TZVPD basis).

Each line ends with the Mulliken charge.
Geometry (Å):
Hg: -0.451 2.984 2.974  1.223
C: -0.173 0.065 0.718  -0.126
O: -0.501 1.136 1.533  -0.414
H: -0.684 0.053 -0.245  -0.145
H: 0.880 0.087 0.437  0.206
H: -0.459 -0.830 1.271  0.254
C: -1.219 -1.774 4.017  -0.140
Cl: -2.396 -2.562 5.120  -0.129
Cl: 0.335 -2.622 4.075  -0.121
H: -1.761 -1.929 3.084  0.198
H: -1.052 -0.723 4.252  0.198
C: -2.179 1.322 -3.019  -0.059
Cl: -0.623 2.199 -2.882  0.011
Cl: -3.537 2.389 -3.208  0.077
H: -2.304 0.600 -3.826  0.330
H: -2.301 0.948 -2.003  0.137
C: 3.295 1.784 -0.074  -0.131
Cl: 2.360 3.212 -0.277  -0.125
Cl: 5.070 2.099 -0.067  -0.119
H: 3.090 1.249 0.853  0.200
H: 3.029 1.057 -0.841  0.179
C: 0.381 -2.025 -2.269  0.041
Cl: -1.280 -2.304 -2.902  0.025
Cl: 1.463 -3.199 -3.151  0.039
H: 0.722 -0.994 -2.369  0.172
H: 0.297 -2.221 -1.200  0.217

As for the energy above the lowest of the compared OMol25 structures with the same formula, charge and spin: 177.3 kJ/mol. The highest occupied orbital energy (alpha / beta) is -15.41 / -15.41 eV. The total charge is +2. Its spin multiplicity is 2. Its LUMO energy (alpha / beta) is -12.01 / -13.44 eV.

Question: Among the records above, which one has the highest total charge?
Answer: C5H11Cl8HgO

Question: total charge of number 4 (C2H4BFO)?
Answer: 0

Question: What is the total charge in the fifth record?
Answer: 0

Question: Which formula does entry 2 have?
Answer: C4H9NO